[1]
The following is a DFT calculation (ωB97M-V/def2-TZVPD) of C4H11N2O as an isolated structure.

Kohn-Sham gap (alpha / beta)	5.42 / 5.42	eV
total energy	-9350.2189	eV
net charge	-1
energy above the lowest of the compared OMol25 structures with the same formula, charge and spin	4.271	eV

```
18
C4H11N2O, DFT ωB97M-V/def2-TZVPD
C -0.7466 1.1932 -0.5071
C -0.9789 -1.0699 -1.0324
C -0.5124 -0.5756 1.3654
C -0.2977 -0.1620 -0.0557
N 1.9892 1.0184 0.4496
N 1.5279 -0.0600 -0.4938
O 2.1220 -1.1125 -0.0915
H -0.3849 1.7697 0.2760
H -0.4816 1.6270 -1.4723
H -1.8996 1.2532 -0.3728
H -0.7605 -2.1100 -0.8479
H -0.8243 -0.7237 -2.0180
H -2.1226 -1.0562 -0.8390
H 0.0846 -1.4796 1.5700
H -0.3883 0.0920 2.1235
H -1.6127 -0.9480 1.3322
H 2.8467 0.5448 0.7545
H 2.4396 1.7994 -0.1406
```


[2]
The following is a DFT calculation (ωB97M-V/def2-TZVPD) of a 2-piece molecular cluster, C4H11N2O overall.

2S+1	2
Kohn-Sham gap (alpha / beta)	9.76 / 7.73	eV
total energy	-9351.9326	eV
energy above the lowest of the compared OMol25 structures with the same formula, charge and spin	0.585	eV
⟨S²⟩	0.765

```
18
C4H11N2O, DFT ωB97M-V/def2-TZVPD
O 1.1320 0.0181 -0.0179
C 0.5144 0.9781 -0.4712
C -0.8014 1.3521 -0.0813
C -1.7060 0.4703 0.6938
C -1.8962 -0.9289 0.0720
N -3.0351 -1.1627 -0.8194
N 5.0228 -0.3019 0.2559
H 1.0294 1.6439 -1.1725
H -1.2048 2.2564 -0.5123
H -2.6922 0.9275 0.7786
H -1.3889 0.2449 1.7201
H -1.9799 -1.7383 0.7856
H -1.0362 -1.1675 -0.5533
H 4.2172 -0.6426 0.7341
H -3.1585 -0.5729 -1.6274
H -3.9504 -1.3494 -0.4351
H 5.0456 0.6979 0.1888
H 5.8882 -0.7250 0.4618
```


Question: Which of these has the lowest total energy?
Answer: number 2


Repeat the second record exactly.
The following is a DFT calculation (ωB97M-V/def2-TZVPD) of a 2-piece molecular cluster, C4H11N2O overall.

2S+1	2
Kohn-Sham gap (alpha / beta)	9.76 / 7.73	eV
total energy	-9351.9326	eV
energy above the lowest of the compared OMol25 structures with the same formula, charge and spin	0.585	eV
⟨S²⟩	0.765

```
18
C4H11N2O, DFT ωB97M-V/def2-TZVPD
O 1.1320 0.0181 -0.0179
C 0.5144 0.9781 -0.4712
C -0.8014 1.3521 -0.0813
C -1.7060 0.4703 0.6938
C -1.8962 -0.9289 0.0720
N -3.0351 -1.1627 -0.8194
N 5.0228 -0.3019 0.2559
H 1.0294 1.6439 -1.1725
H -1.2048 2.2564 -0.5123
H -2.6922 0.9275 0.7786
H -1.3889 0.2449 1.7201
H -1.9799 -1.7383 0.7856
H -1.0362 -1.1675 -0.5533
H 4.2172 -0.6426 0.7341
H -3.1585 -0.5729 -1.6274
H -3.9504 -1.3494 -0.4351
H 5.0456 0.6979 0.1888
H 5.8882 -0.7250 0.4618
```


Question: Which value of energy above the lowest of the compared OMol25 structures with the same formula, charge and spin does entry 2 give?
Answer: 0.585 eV